[1]
2 unconnected molecules or ions with the total composition C3H11N3O in a non-equilibrium geometry, computed with ωB97M-V/def2-TZVPD.

Net charge: +2
Multiplicity: 1
Strongest force on any atom (eV/A): 3.81
Energy above the lowest of the compared OMol25 structures with the same formula, charge and spin (kcal per mole): 85.7
E_HOMO (eV): -17.75

Geometry (Å):
C (2.377, -0.328, 0.020)
C (0.394, 0.940, -0.097)
C (-2.904, 0.255, -0.515)
N (1.796, 1.015, 0.166)
N (1.021, -1.210, -0.012)
N (-0.101, -0.411, 0.257)
O (-3.639, 0.016, 0.484)
H (2.949, -0.509, -0.838)
H (2.963, -0.570, 0.901)
H (-0.105, 1.810, 0.446)
H (0.225, 1.178, -1.222)
H (-2.589, 1.253, -0.627)
H (-2.432, -0.392, -1.239)
H (2.175, 1.428, 1.022)
H (1.076, -1.214, -1.057)
H (1.136, -2.120, 0.476)
H (-0.304, -0.324, 1.225)
H (-4.038, -0.818, 0.610)

Atom charges from the natural (NBO) analysis, given in e for atoms 1 to 2:
1. C -0.056
2. C -0.133

---

[2]
A molecular structure, C5H8N2O2 in a non-equilibrium geometry, computed with ωB97M-V/def2-TZVPD.

Net charge: 0
Multiplicity: 1
Strongest force on any atom (eV/A): 6.42
Energy above the lowest of the compared OMol25 structures with the same formula, charge and spin (kcal per mole): 98.1
E_HOMO (eV): -10.38

Geometry (Å):
C (-1.713, -1.267, -0.768)
C (0.384, -1.777, 0.791)
C (0.821, 1.414, -1.097)
C (-0.647, 1.045, 0.760)
C (0.252, -0.875, -0.403)
N (-2.817, -1.276, -1.045)
N (0.365, 0.470, -0.131)
O (1.169, -1.342, 1.755)
O (-0.151, -2.874, 0.786)
H (1.612, 1.989, -0.620)
H (1.512, 0.806, -1.839)
H (0.052, 2.027, -1.623)
H (-1.697, 1.068, 0.326)
H (-0.770, 0.248, 1.704)
H (-0.337, 1.941, 1.094)
H (0.738, -1.236, -1.231)
H (1.228, -0.363, 1.543)

Atom charges from the natural (NBO) analysis, given in e for atoms 1 to 2:
1. C 0.138
2. C 0.713

---

[3]
A molecular structure, C2H2FOSm in a non-equilibrium geometry, computed with ωB97M-V/def2-TZVPD.

Net charge: +2
Multiplicity: 8
Strongest force on any atom (eV/A): 1.25
Energy above the lowest of the compared OMol25 structures with the same formula, charge and spin (kcal per mole): 0.0
E_HOMO (spin up / spin down) (eV): -16.24 / -20.46

Geometry (Å):
H (-0.036, 1.728, -0.011)
C (0.321, 0.949, -0.688)
C (1.614, 0.494, -0.522)
O (2.615, 0.024, -0.300)
Sm (-2.982, -2.395, 1.907)
F (-1.300, -1.407, 1.180)
H (-0.232, 0.608, -1.566)

Atom charges from the Löwdin analysis, given in e for atoms 1 to 2:
1. H 0.138
2. C 0.285

---

[4]
9 unconnected molecules or ions with the total composition C27H30F6O27 in a non-equilibrium geometry, computed with ωB97M-V/def2-TZVPD.

Net charge: 0
SMILES: O=C1OC[C@@H](F)O1.O=C1OC[C@@H](F)O1.O=C1OC[C@@H](F)O1.O=C1OC[C@@H](F)O1.O=C1OC[C@@H](F)O1.O=C1OC[C@@H](F)O1.O=C1OCCO1.O=C1OCCO1.O=C1OCCO1
Multiplicity: 1
Strongest force on any atom (eV/A): 3.86
E_HOMO (eV): -10.83

Geometry (Å):
C (13.248, 10.761, 20.018)
C (13.657, 11.868, 19.063)
O (12.905, 11.571, 17.842)
C (12.406, 10.311, 17.951)
O (11.944, 9.698, 17.054)
O (12.653, 9.768, 19.142)
H (12.495, 11.050, 20.767)
H (14.190, 10.401, 20.466)
H (14.713, 11.905, 18.766)
H (13.338, 12.885, 19.361)
C (16.885, 7.286, 18.651)
C (18.391, 7.186, 18.283)
O (18.583, 8.201, 17.236)
C (17.442, 8.857, 17.041)
O (17.316, 9.719, 16.261)
O (16.505, 8.509, 17.966)
H (16.701, 7.484, 19.686)
H (16.206, 6.439, 18.401)
H (18.713, 6.190, 17.926)
H (19.013, 7.379, 19.162)
C (18.392, 12.819, 10.396)
C (16.848, 13.218, 10.471)
O (16.656, 13.293, 11.932)
C (17.877, 13.554, 12.445)
O (18.042, 13.591, 13.629)
O (18.936, 13.418, 11.614)
H (18.766, 13.274, 9.488)
H (18.540, 11.775, 10.514)
H (16.140, 12.532, 10.023)
H (16.503, 14.193, 10.036)
C (14.337, 9.374, 8.920)
C (13.496, 10.449, 9.529)
O (12.717, 10.903, 8.446)
C (13.361, 10.577, 7.298)
O (13.025, 10.935, 6.179)
O (14.466, 9.832, 7.555)
F (14.326, 11.573, 9.865)
H (13.913, 8.376, 9.027)
H (15.306, 9.400, 9.408)
H (12.880, 10.292, 10.412)
C (19.464, 9.843, 13.771)
C (19.413, 8.400, 13.364)
O (18.470, 8.339, 12.297)
C (18.111, 9.607, 12.020)
O (17.292, 9.855, 11.184)
O (18.724, 10.503, 12.845)
F (18.955, 7.555, 14.417)
H (20.465, 10.276, 13.865)
H (18.970, 9.884, 14.741)
H (20.315, 7.969, 12.954)
C (18.831, 12.673, 16.333)
C (17.516, 13.030, 16.940)
O (17.691, 14.296, 17.458)
C (19.091, 14.458, 17.654)
O (19.586, 15.229, 18.369)
O (19.749, 13.538, 16.995)
F (17.284, 12.220, 18.062)
H (18.901, 12.867, 15.286)
H (19.137, 11.644, 16.555)
H (16.634, 13.073, 16.349)
C (15.285, 11.335, 14.189)
C (15.058, 10.344, 13.015)
O (13.727, 10.490, 12.744)
C (13.125, 11.331, 13.674)
O (11.990, 11.287, 13.895)
O (14.081, 12.010, 14.294)
F (15.170, 9.025, 13.557)
H (16.143, 11.988, 14.073)
H (15.465, 10.723, 15.075)
H (15.629, 10.311, 12.110)
C (11.566, 7.214, 13.924)
C (12.138, 5.932, 13.446)
O (12.627, 6.234, 12.161)
C (12.003, 7.374, 11.750)
O (12.054, 7.877, 10.620)
O (11.299, 7.926, 12.741)
F (11.126, 5.009, 13.186)
H (12.103, 7.810, 14.638)
H (10.654, 6.944, 14.435)
H (12.924, 5.347, 13.938)
C (8.609, 11.217, 15.448)
C (9.058, 9.825, 15.019)
O (8.547, 9.684, 13.709)
C (7.621, 10.734, 13.465)
O (6.988, 10.917, 12.429)
O (7.733, 11.666, 14.429)
F (8.548, 8.858, 15.839)
H (9.444, 11.946, 15.517)
H (8.102, 11.136, 16.379)
H (10.137, 9.672, 14.966)

Atom charges from the Löwdin analysis, given in e for atoms 1 to 2:
1. C -0.091
2. C -0.089

---

[5]
6 unconnected molecules or ions with the total composition C33H63N2O20PS in a non-equilibrium geometry, computed with ωB97M-V/def2-TZVPD.

Net charge: 0
SMILES: CCCCCCCC[C@]1(P(O)(O)=S)C(=O)O[C@@H](NCCC)[C@@]1(CC)N=C=O.COC(=O)OC.COC(=O)OC.COC(=O)OC.COC(=O)OC.COC(=O)OC
Multiplicity: 1
Strongest force on any atom (eV/A): 1.49
E_HOMO (eV): -8.88

Geometry (Å):
C (1.610, 4.561, -1.095)
C (1.367, 3.313, -0.233)
C (1.154, 2.047, -1.066)
C (-0.129, 2.077, -1.898)
C (-1.376, 1.677, -1.098)
C (-2.655, 2.280, -1.690)
C (-3.877, 1.936, -0.833)
C (-5.233, 1.921, -1.558)
C (-5.947, 3.294, -1.791)
P (-6.067, 3.608, -3.611)
O (-6.881, 2.329, -4.175)
O (-4.598, 3.247, -4.127)
S (-6.716, 5.306, -4.220)
C (-5.100, 4.412, -1.191)
O (-4.301, 5.106, -1.711)
O (-5.430, 4.539, 0.111)
C (-6.609, 3.732, 0.426)
N (-7.370, 4.518, 1.363)
C (-8.817, 4.239, 1.524)
C (-9.662, 5.528, 1.595)
C (-10.868, 5.522, 0.652)
C (-7.255, 3.448, -0.936)
C (-8.121, 2.145, -0.987)
C (-8.106, 1.187, 0.205)
N (-8.100, 4.524, -1.414)
C (-7.909, 5.716, -1.225)
O (-7.888, 6.870, -1.069)
H (1.940, 4.292, -2.100)
H (2.377, 5.194, -0.645)
H (0.716, 5.182, -1.175)
H (0.518, 3.464, 0.439)
H (2.243, 3.154, 0.401)
H (1.157, 1.161, -0.422)
H (2.019, 1.950, -1.733)
H (-0.024, 1.394, -2.747)
H (-0.257, 3.073, -2.335)
H (-1.266, 1.990, -0.055)
H (-1.466, 0.589, -1.170)
H (-2.514, 3.358, -1.771)
H (-2.796, 1.841, -2.682)
H (-3.720, 0.908, -0.483)
H (-3.909, 2.552, 0.069)
H (-5.050, 1.456, -2.529)
H (-5.894, 1.238, -1.035)
H (-7.806, 2.578, -4.305)
H (-4.583, 2.437, -4.651)
H (-6.186, 2.831, 0.880)
H (-6.923, 4.389, 2.261)
H (-8.956, 3.695, 2.463)
H (-9.182, 3.645, 0.693)
H (-9.002, 6.346, 1.300)
H (-9.980, 5.730, 2.619)
H (-10.583, 5.807, -0.360)
H (-11.375, 4.554, 0.637)
H (-11.606, 6.258, 0.979)
H (-7.846, 1.602, -1.892)
H (-9.148, 2.481, -1.137)
H (-7.109, 0.941, 0.570)
H (-8.550, 0.239, -0.106)
H (-8.715, 1.549, 1.033)
C (6.852, 3.406, 1.014)
O (5.768, 2.923, 0.213)
C (6.147, 2.192, -0.839)
O (7.281, 1.924, -1.136)
O (5.051, 1.809, -1.490)
C (5.296, 0.990, -2.643)
H (6.393, 3.974, 1.817)
H (7.426, 2.576, 1.421)
H (7.504, 4.049, 0.426)
H (5.795, 0.067, -2.354)
H (5.898, 1.529, -3.371)
H (4.317, 0.764, -3.057)
C (4.139, -4.100, 2.308)
O (3.699, -2.771, 2.604)
C (3.914, -1.890, 1.632)
O (4.417, -2.127, 0.560)
O (3.459, -0.700, 2.012)
C (3.583, 0.291, 0.980)
H (3.899, -4.694, 3.185)
H (3.615, -4.498, 1.441)
H (5.214, -4.118, 2.136)
H (3.023, -0.005, 0.098)
H (4.625, 0.452, 0.724)
H (3.168, 1.210, 1.382)
C (8.783, -7.850, 5.541)
O (8.331, -6.757, 6.350)
C (7.748, -5.773, 5.674)
O (7.587, -5.739, 4.479)
O (7.370, -4.832, 6.534)
C (6.723, -3.704, 5.935)
H (9.230, -8.558, 6.231)
H (7.947, -8.315, 5.021)
H (9.524, -7.510, 4.820)
H (5.812, -4.012, 5.424)
H (7.390, -3.209, 5.232)
H (6.480, -3.036, 6.754)
C (2.213, -1.924, -1.709)
O (2.591, -1.331, -2.960)
C (1.632, -1.310, -3.880)
O (0.510, -1.729, -3.748)
O (2.121, -0.732, -4.979)
C (1.188, -0.636, -6.058)
H (3.084, -1.839, -1.065)
H (1.373, -1.375, -1.282)
H (1.934, -2.967, -1.843)
H (0.327, -0.037, -5.769)
H (0.856, -1.626, -6.368)
H (1.724, -0.152, -6.869)
C (4.937, -11.640, 0.571)
O (5.189, -10.868, 1.749)
C (5.398, -9.571, 1.518)
O (5.388, -9.040, 0.439)
O (5.618, -8.970, 2.684)
C (5.868, -7.561, 2.588)
H (4.789, -12.660, 0.914)
H (4.044, -11.283, 0.062)
H (5.787, -11.594, -0.107)
H (5.011, -7.055, 2.145)
H (6.761, -7.370, 1.996)
H (6.027, -7.202, 3.596)

Atom charges from the Löwdin analysis, given in e for atoms 1 to 2:
1. C -0.101
2. C -0.249

---

[6]
A molecular structure, C4H11BrFeNO in a non-equilibrium geometry, computed with ωB97M-V/def2-TZVPD.

Net charge: +1
Multiplicity: 9
Strongest force on any atom (eV/A): 1.94
Energy above the lowest of the compared OMol25 structures with the same formula, charge and spin (kcal per mole): 9.1
E_HOMO (spin up / spin down) (eV): -8.17 / -14.49

Geometry (Å):
Fe (-1.686, 3.605, -3.651)
Br (-2.622, 1.422, -2.967)
C (1.072, -0.187, -1.601)
C (0.266, -0.082, -0.311)
C (1.082, -0.268, 0.954)
O (0.258, -0.131, 2.084)
C (-0.554, -1.259, 2.379)
N (-0.432, 1.147, -0.179)
H (0.499, 0.099, -2.480)
H (1.406, -1.215, -1.738)
H (1.973, 0.419, -1.511)
H (-0.542, -0.849, -0.312)
H (1.851, 0.504, 1.022)
H (1.612, -1.227, 0.937)
H (-0.820, -1.839, 1.486)
H (-1.474, -0.917, 2.844)
H (-0.023, -1.933, 3.054)
H (-1.225, 1.324, -0.813)
H (-0.640, 1.386, 0.803)

Atom charges from the natural (NBO) analysis, given in e for atoms 1 to 2:
1. Fe 0.403
2. Br -0.354